#1
C3H10N2S | ωB97M-V with the def2-TZVPD basis set

Structure (XYZ):
```
16
Properties=species:S:1:pos:R:3:nbo_charge:R:1
N -0.49 -0.95 -2.95 -0.813
C 0.07 0.01 -2.10 -0.039
C 0.97 -0.23 -1.16 -0.126
N 1.26 0.70 -0.11 -0.809
H -1.45 -0.75 -3.19 0.376
H -0.39 -1.89 -2.60 0.372
H -0.31 1.02 -2.25 0.179
H 1.34 -1.23 -0.99 0.190
H 2.25 0.70 0.11 0.374
H 1.03 1.64 -0.42 0.373
C -0.96 0.31 2.99 -0.733
S -0.36 -1.00 1.89 -0.160
H -1.77 -0.08 3.60 0.218
H -0.20 0.68 3.68 0.204
H -1.34 1.17 2.44 0.206
H 0.35 -0.12 1.07 0.187
```

## Properties
LUMO energy (eV): 0.979
Orbital gap (eV): 8.71
SMILES: N/C=C/N.CS


#2
C3H10N2S | ωB97M-V with the def2-TZVPD basis set

Structure (XYZ):
```
16
Properties=species:S:1:pos:R:3:nbo_charge:R:1
N 2.93 0.28 -0.53 -0.835
C 1.65 -0.55 -0.62 -0.244
C 0.38 0.08 0.00 -0.039
N 0.53 0.56 1.39 -0.859
C -0.95 -0.85 -0.10 -0.554
S -2.39 0.20 -0.17 -0.027
H 3.38 -0.11 0.29 0.356
H 2.71 1.27 -0.43 0.363
H 1.66 -1.43 0.04 0.179
H 1.54 -0.75 -1.68 0.201
H 0.30 0.97 -0.66 0.168
H -0.06 0.09 2.04 0.366
H 1.59 0.39 1.66 0.354
H -0.89 -1.66 0.62 0.215
H -0.81 -1.32 -1.05 0.221
H -1.99 1.39 0.21 0.136
```

## Properties
LUMO energy (eV): 0.993
Orbital gap (eV): 10.00
SMILES: NC[C@H](N)CS


In hartree, relative to the most stable structure: #1 0.0000; #2 0.0082.


#1
C2BrFNO4 | ωB97M-V with the def2-TZVPD basis set

Structure (XYZ):
```
9
Properties=species:S:1:pos:R:3:nbo_charge:R:1
C -1.06 2.92 -0.99 1.033
C 0.76 -1.27 1.12 0.183
N 0.01 -1.65 0.07 0.348
O -1.67 2.79 -1.95 -0.511
O -0.11 -0.94 -0.96 -0.560
O -0.40 3.07 -0.01 -0.523
O -0.70 -2.74 0.14 -0.582
F 1.17 -2.25 1.98 -0.344
Br 2.00 0.07 0.59 -0.043
```

## Properties
LUMO energy (alpha / beta) (eV): 2.960 / 2.960
Net charge: -1
Orbital gap (alpha / beta) (eV): 6.51 / 6.51


#2
C2BrFNO4 | ωB97M-V with the def2-TZVPD basis set

Structure (XYZ):
```
9
Properties=species:S:1:pos:R:3:nbo_charge:R:1
C 2.30 -0.18 -0.62 1.036
C -0.65 -0.17 0.67 0.058
N -1.48 0.57 -0.20 0.412
O 2.19 0.08 -1.71 -0.521
O -1.96 -0.06 -1.15 -0.528
O 2.61 -0.44 0.45 -0.528
O -1.54 1.79 -0.03 -0.514
F -0.54 0.46 1.86 -0.357
Br -0.92 -2.05 0.72 -0.058
```

## Properties
LUMO energy (alpha / beta) (eV): 3.273 / 3.273
Net charge: -1
Orbital gap (alpha / beta) (eV): 6.52 / 6.52


In hartree, relative to the most stable structure: #1 0.0028; #2 0.0000.